Here is a 10-piece molecular cluster, C38H80N11O12P overall in a non-equilibrium geometry from OMol25. Energies are from ωB97M-V with the def2-TZVPD basis set.

Element x y z (Å)
C  6.3347  3.5864  0.8271
C  6.3244  2.2371  0.9543
C  5.1583  1.4483  0.4571
C  4.7459  0.1188  1.2102
C  5.3102  -1.0697  0.5723
N  5.5731  -2.1014  0.1358
C  3.2011  0.1002  1.0902
C  2.8728  0.0592  -0.3609
N  2.5772  0.1613  -1.4642
O  2.6023  -0.9158  1.8122
C  1.1771  -0.8140  1.7639
C  0.5687  0.4083  2.4740
C  -0.0517  1.4445  1.4904
C  0.8668  2.6824  1.3324
P  5.1731  -0.0472  3.0861
O  4.5146  1.2709  3.7743
O  6.7776  0.1930  3.1495
H  7.1839  4.0501  0.3316
H  5.5716  4.2266  1.2581
H  7.1937  1.7487  1.3804
H  5.3258  1.2234  -0.5974
H  4.2798  2.1052  0.4890
H  2.8711  1.0628  1.4955
H  0.7961  -0.8461  0.7369
H  0.8285  -1.7320  2.2361
H  -0.2424  0.0402  3.1059
H  1.2582  0.9068  3.1516
H  -0.1832  0.9747  0.5128
H  -1.0147  1.7993  1.8405
H  0.3038  3.5963  1.1510
H  1.5637  2.5337  0.5002
H  1.4937  2.8109  2.2177
H  3.5633  1.0755  3.8794
H  7.0249  1.1257  3.2215
C  5.8625  -1.5548  -3.9962
N  6.8806  -0.5235  -3.9383
C  8.1877  -0.7999  -4.5123
C  6.6688  0.6701  -3.3670
O  7.4871  1.5691  -3.2810
H  6.2142  -2.4407  -3.4654
H  5.6738  -1.8217  -5.0353
H  4.9394  -1.2094  -3.5328
H  8.9586  -0.7153  -3.7454
H  8.4135  -0.0781  -5.2981
H  8.1884  -1.8030  -4.9301
H  5.6456  0.7618  -2.9544
C  2.3784  3.3920  -2.5251
N  3.4538  4.3607  -2.4319
C  4.7717  4.0064  -2.9380
C  3.2766  5.5791  -1.8870
O  4.1434  6.4256  -1.7838
H  2.6488  2.4873  -1.9845
H  2.1968  3.1298  -3.5713
H  1.4654  3.8046  -2.0986
H  5.5117  4.0564  -2.1388
H  5.0763  4.7012  -3.7212
H  4.7454  2.9964  -3.3393
H  2.2439  5.7455  -1.5315
C  -4.6854  -1.4467  1.0135
N  -3.9135  -0.3709  1.6000
C  -4.1326  0.9877  1.1317
C  -2.9929  -0.5666  2.5497
O  -2.3127  0.3250  3.0363
H  -4.4871  -1.4829  -0.0587
H  -5.7490  -1.2638  1.1815
H  -4.4116  -2.4025  1.4595
H  -3.2019  1.3865  0.7296
H  -4.4507  1.6211  1.9607
H  -4.8919  0.9938  0.3556
H  -2.8843  -1.6246  2.8456
C  -9.2518  -2.6715  4.6979
N  -8.5007  -2.0702  3.6129
C  -7.4344  -2.8104  2.9647
C  -8.7510  -0.8250  3.1666
O  -8.1381  -0.2886  2.2602
H  -8.5735  -2.9234  5.5175
H  -9.7454  -3.5813  4.3499
H  -10.0059  -1.9801  5.0652
H  -6.4992  -2.2600  3.0666
H  -7.6530  -2.9136  1.9007
H  -7.3371  -3.7943  3.4171
H  -9.5733  -0.3257  3.7048
C  -4.6638  -0.7651  -5.1570
N  -4.5745  -0.6976  -3.7140
C  -5.7821  -0.8059  -2.9163
C  -3.3945  -0.5310  -3.0873
O  -3.2592  -0.4545  -1.8775
H  -5.2963  0.0399  -5.5373
H  -5.0889  -1.7223  -5.4689
H  -3.6705  -0.6588  -5.5872
H  -5.9201  0.0913  -2.3110
H  -5.7155  -1.6599  -2.2405
H  -6.6388  -0.9327  -3.5737
H  -2.5418  -0.4568  -3.7748
C  0.5998  3.7488  -6.3641
N  -0.4294  3.2443  -5.4785
C  -0.8406  4.0432  -4.3349
C  -1.0259  2.0545  -5.6710
O  -1.8900  1.5989  -4.9437
H  1.5293  3.9116  -5.8146
H  0.2880  4.6952  -6.8099
H  0.7854  3.0307  -7.1605
H  -0.6717  3.4911  -3.4101
H  -1.9042  4.2737  -4.3989
H  -0.2680  4.9677  -4.3177
H  -0.6519  1.5166  -6.5582
C  4.8350  -4.0396  -9.3896
N  5.8681  -3.4366  -8.5740
C  6.6909  -2.3767  -9.1330
C  6.0986  -3.8236  -7.3053
O  6.9550  -3.3438  -6.5868
H  5.2707  -4.4954  -10.2810
H  4.1079  -3.2872  -9.7015
H  4.3188  -4.8097  -8.8200
H  7.7416  -2.6671  -9.1186
H  6.5862  -1.4658  -8.5428
H  6.3813  -2.1834  -10.1571
H  5.4276  -4.6308  -6.9670
C  1.4138  -2.3090  7.2562
N  2.0421  -1.6761  6.1157
C  3.1247  -2.3612  5.4190
C  1.6634  -0.4729  5.6685
O  2.1702  0.0800  4.7041
H  2.1503  -2.4913  8.0409
H  0.9700  -3.2626  6.9642
H  0.6313  -1.6645  7.6519
H  4.0312  -1.7578  5.4414
H  2.8613  -2.5198  4.3731
H  3.3095  -3.3185  5.9003
H  0.8399  -0.0207  6.2416
C  -9.0088  -0.9962  9.7222
N  -10.1063  -1.4220  8.8782
C  -11.0710  -2.3808  9.3922
C  -10.2685  -0.9590  7.6265
O  -11.1702  -1.2821  6.8751
H  -8.3943  -1.8522  10.0078
H  -9.3881  -0.5201  10.6283
H  -8.3870  -0.2822  9.1861
H  -11.0848  -3.2742  8.7674
H  -12.0720  -1.9497  9.3844
H  -10.8003  -2.6530  10.4092
H  -9.4897  -0.2364  7.3274

Properties
Lowest unoccupied orbital energy in eV: 0.456
Highest occupied orbital energy in eV: -8.135
Maximum force in eV Å⁻¹: 2.21
Energy relative to the best compared isomer or geometry (same formula, charge and spin) in kcal per mole: 0.0
Gap between HOMO and LUMO in eV: 8.590
Charge: 0
E in hartree: -3342.39765
Spin multiplicity: 1



Here is C38H80N4O6 as an isolated structure in a non-equilibrium geometry from OMol25. Energies are from ωB97M-V with the def2-TZVPD basis set.

Element x y z (Å)
O  0.9437  -0.4272  -2.2853
C  1.2667  -0.8325  -0.9395
C  0.1977  -1.2987  0.2434
O  -0.8654  -0.4111  0.5700
H  1.6135  0.0879  -0.4697
H  2.1477  -1.4700  -0.8651
H  0.7637  -1.4718  1.1587
H  -0.1440  -2.3219  0.0870
C  2.8672  1.4100  -2.6840
C  3.0232  0.9529  -4.1464
C  4.4898  1.0477  -4.6287
C  5.4217  0.1060  -3.8904
C  4.9501  -1.3656  -4.0354
C  3.4555  -1.5804  -3.7748
N  2.6349  -0.4939  -4.3958
O  2.4972  -0.7118  -5.8196
C  3.2605  -2.9865  -4.4878
C  3.1691  -1.7511  -2.2929
C  2.3073  1.9664  -5.0916
H  2.6045  2.4667  -2.6358
H  3.6428  1.0866  -1.9898
H  1.8806  1.0977  -2.3417
H  4.5901  0.9706  -5.7113
H  4.9434  1.9823  -4.2985
H  5.5675  0.5341  -2.8986
H  6.4380  0.0949  -4.2842
H  5.5003  -2.1443  -3.5073
H  5.2091  -1.6017  -5.0675
H  2.3880  -3.5420  -4.1438
H  2.9868  -2.9483  -5.5422
H  4.1843  -3.5576  -4.3956
H  3.8420  -2.5500  -1.9814
H  3.2269  -0.8332  -1.7078
H  2.1883  -2.1962  -2.1261
H  2.4149  1.6660  -6.1338
H  2.4587  3.0272  -4.8917
H  1.2393  1.7508  -5.0588
H  3.3961  -0.5616  -6.1213
C  -4.4153  1.7368  1.7002
C  -3.5862  0.8998  0.6849
C  -4.4768  -0.3110  0.1774
C  -5.4075  0.0318  -0.9730
C  -4.6288  0.8288  -2.0864
C  -3.9295  2.1900  -1.5126
N  -3.0618  1.7883  -0.4038
O  -2.1906  2.8305  0.0764
C  -3.0498  2.6748  -2.6795
C  -5.0849  3.1926  -1.1348
C  -2.4417  0.1270  1.5145
H  -4.0211  2.7369  1.8804
H  -4.6245  1.3093  2.6808
H  -5.3917  1.8550  1.2303
H  -3.7769  -0.9478  -0.3635
H  -5.0602  -0.7250  0.9998
H  -6.3716  0.4250  -0.6503
H  -5.5262  -0.9589  -1.4117
H  -5.2036  1.1458  -2.9566
H  -3.8805  0.1107  -2.4216
H  -3.5571  2.6733  -3.6442
H  -2.5528  3.6244  -2.4811
H  -2.1447  2.0920  -2.8508
H  -5.6803  3.4087  -2.0219
H  -5.7813  2.8823  -0.3558
H  -4.7556  4.1043  -0.6364
H  -2.0860  -0.8118  1.0899
H  -2.8109  0.0525  2.5373
H  -1.4970  0.6595  1.6243
H  -2.8881  3.3470  0.4866
C  -0.4919  1.2804  2.3436
C  0.8504  1.8316  1.9908
C  1.8403  0.6528  2.3742
C  3.2835  1.0427  1.8843
C  3.1377  1.2663  0.4239
C  2.1342  2.3917  -0.1264
N  0.8254  2.1686  0.5156
O  -0.1467  2.9213  0.0581
C  2.7112  3.7319  0.1483
C  1.9288  2.1466  -1.6438
C  1.1663  3.1462  2.8523
H  -1.4083  1.8642  2.2570
H  -0.6660  1.0399  3.3924
H  -0.6425  0.2604  1.9900
H  1.7550  0.6073  3.4599
H  1.5544  -0.2974  1.9231
H  4.0715  0.2951  1.9743
H  3.6668  1.9714  2.3072
H  2.9062  0.2995  -0.0231
H  4.1614  1.4356  0.0902
H  3.6246  3.8710  -0.4300
H  1.9799  4.3702  -0.3475
H  2.9322  4.0958  1.1517
H  2.9616  2.1195  -1.9912
H  1.4165  1.1896  -1.7422
H  1.3557  2.9933  -2.0216
H  2.2298  3.3456  2.9837
H  0.9021  3.0566  3.9060
H  0.6095  4.0199  2.5136
H  0.2328  3.7780  0.2667
C  0.4715  -4.1129  3.8487
C  -0.5278  -3.6156  2.7923
C  -1.6538  -4.6845  2.6303
C  -2.7047  -4.4853  3.7341
C  -3.3439  -3.0629  3.7168
C  -2.2706  -1.9880  3.9250
N  -1.0659  -2.2804  3.0495
O  -0.1384  -1.2518  2.8975
C  -2.9149  -0.5719  3.4122
C  -1.7253  -1.8142  5.3187
C  0.3196  -3.8015  1.4204
H  0.9929  -3.2428  4.2475
H  -0.1592  -4.4882  4.6547
H  1.3513  -4.7391  3.7001
H  -2.1773  -4.6602  1.6745
H  -1.2516  -5.6954  2.5642
H  -3.4586  -5.2425  3.5188
H  -2.3211  -4.7464  4.7205
H  -4.0426  -3.2152  4.5394
H  -3.8438  -3.0000  2.7503
H  -3.6107  -0.3043  4.2074
H  -3.5222  -0.5081  2.5093
H  -2.1074  0.1597  3.4395
H  -2.5735  -1.6442  5.9819
H  -1.2620  -0.8358  5.4465
H  -1.3088  -2.7489  5.6941
H  0.9798  -2.9583  1.6235
H  0.8492  -4.7540  1.4431
H  -0.3410  -3.7548  0.5546
H  -0.3399  -1.0107  1.9904

Properties
Lowest unoccupied orbital energy in eV: 4.322
Highest occupied orbital energy in eV: 1.437
Maximum force in eV Å⁻¹: 19.40
Energy relative to the best compared isomer or geometry (same formula, charge and spin) in kcal per mole: 1045.9
Gap between HOMO and LUMO in eV: 2.886
Charge: -2
E in hartree: -2164.35685
Spin multiplicity: 1



- Which formula does entry 2 have?
  C38H80N4O6